ORCA calculation (ωB97M-V/def2-TZVPD) on 9 unconnected molecules or ions with the total composition C26H59N8O10 in a non-equilibrium geometry.

Atoms and positions in Å:
1 C -0.9066 0.4749 -0.0909
2 C 0.3123 -0.1908 -0.7096
3 O 0.9877 0.4765 -1.5241
4 O 0.5776 -1.3680 -0.3493
5 H -1.4755 -0.1893 0.5709
6 H -1.6724 0.7047 -0.8382
7 H -0.8145 1.3504 0.5554
8 C 2.6301 -2.1996 -3.1756
9 C 3.9284 -2.8706 -2.7648
10 O 4.7917 -3.0809 -3.6072
11 N 4.2014 -3.2055 -1.4703
12 C 3.3085 -2.9216 -0.3477
13 H 2.8859 -1.4945 -3.9576
14 H 2.2543 -1.6608 -2.3019
15 H 1.9210 -2.9876 -3.4163
16 H 5.1051 -3.4912 -1.1411
17 H 3.4243 -3.5413 0.5386
18 H 2.2745 -3.0049 -0.6838
19 H 3.3651 -1.8605 -0.0750
20 C -0.3832 -4.6747 -2.8434
21 C -1.0519 -3.4924 -3.5351
22 O -1.7344 -3.7134 -4.5383
23 N -0.7446 -2.2556 -3.1281
24 C -1.1589 -1.0795 -3.8049
25 H -1.0440 -5.5397 -2.8126
26 H -0.2794 -4.4530 -1.7725
27 H 0.5818 -4.9609 -3.2518
28 H -0.2673 -2.2243 -2.2340
29 H -0.4794 -0.2427 -3.6475
30 H -2.1128 -0.6950 -3.4105
31 H -1.3724 -1.3408 -4.8404
32 C -6.8314 -1.5266 1.9275
33 C -5.5556 -1.3998 1.1006
34 O -4.5583 -2.0433 1.3979
35 N -5.6121 -0.5303 0.0742
36 C -4.4787 -0.1764 -0.7383
37 H -6.8114 -2.5293 2.3574
38 H -7.7149 -1.4907 1.2917
39 H -6.7765 -0.8582 2.7841
40 H -6.5359 -0.2034 -0.1481
41 H -4.4219 0.9085 -0.8826
42 H -4.6283 -0.5704 -1.7453
43 H -3.5604 -0.4191 -0.2169
44 C 3.3214 0.8453 2.2856
45 C 3.2944 2.1848 1.6059
46 O 3.8731 3.1403 2.1169
47 N 2.6251 2.2228 0.4318
48 C 2.5961 3.3247 -0.4832
49 H 4.3144 0.4119 2.1891
50 H 2.5597 0.1877 1.8639
51 H 3.0895 1.0570 3.3287
52 H 2.1988 1.3385 0.1930
53 H 2.9263 2.9521 -1.4562
54 H 3.3631 4.0443 -0.1970
55 H 1.6009 3.7629 -0.5278
56 C -2.7598 1.2900 2.8123
57 C -3.8787 1.8176 3.6519
58 O -4.6020 2.7302 3.2787
59 N -4.0911 1.1179 4.7965
60 C -5.2050 1.3949 5.6525
61 H -2.9781 0.3463 2.3051
62 H -1.9957 0.9946 3.5400
63 H -2.4149 1.9982 2.0669
64 H -3.5922 0.2500 4.8740
65 H -5.1176 2.3441 6.1844
66 H -5.3505 0.5630 6.3381
67 H -6.1227 1.5072 5.0644
68 C -1.5277 -3.7546 1.6423
69 C -0.3435 -3.8118 2.5749
70 O -0.2260 -4.6653 3.4369
71 N 0.5541 -2.7847 2.4475
72 C 1.5858 -2.6151 3.4818
73 H -2.3844 -4.2727 2.0571
74 H -1.2064 -4.2117 0.7012
75 H -1.7488 -2.7204 1.3863
76 H 0.8184 -2.3719 1.5599
77 H 2.4175 -3.2561 3.1830
78 H 1.1592 -2.7502 4.4692
79 H 1.9083 -1.5746 3.4041
80 C 6.7443 1.8336 -4.7791
81 C 6.0485 0.8204 -3.8752
82 O 6.0335 -0.3669 -4.1507
83 N 5.5227 1.2948 -2.7383
84 C 4.7494 0.4791 -1.8021
85 H 6.2387 2.8001 -4.8096
86 H 6.7699 1.3679 -5.7615
87 H 7.7712 2.0388 -4.4744
88 H 5.5631 2.2724 -2.5131
89 H 4.5192 1.0747 -0.9215
90 H 5.2621 -0.4142 -1.4423
91 H 3.8292 0.1096 -2.2526
92 C -1.3972 5.6690 2.1730
93 C -1.7153 5.6100 0.6956
94 O -2.5953 6.3002 0.2001
95 N -1.1151 4.6244 -0.0079
96 C -1.4556 4.2901 -1.3847
97 H -0.3716 5.3455 2.3691
98 H -2.1075 5.0201 2.6865
99 H -1.4824 6.6606 2.6104
100 H -0.3458 4.1500 0.4330
101 H -0.9678 3.3449 -1.6144
102 H -1.1931 5.0795 -2.0853
103 H -2.5335 4.1305 -1.4097

Forces on the atoms, in the same order (eV/Å):
-1.84 -0.39 0.68
0.70 0.17 0.18
-0.12 0.32 0.09
-0.30 -0.26 0.12
0.47 -0.47 -0.05
0.41 0.34 -0.35
0.81 0.28 -0.48
0.62 -0.28 1.88
1.77 -0.14 -1.13
-0.29 -0.22 0.01
-1.31 -0.09 1.92
-0.94 0.98 -0.86
-0.25 -0.27 -0.33
-0.41 0.18 -0.31
-0.13 0.24 -0.45
0.41 -0.06 -1.07
0.44 -0.23 -0.22
0.02 -0.24 0.18
0.17 -0.07 0.34
-0.69 0.38 1.63
-0.01 -1.09 -1.91
-0.07 0.25 0.35
0.68 -0.95 1.40
-1.19 0.84 0.03
-0.07 0.05 -0.62
0.50 0.16 -0.10
-0.01 0.21 -0.20
0.12 0.59 -0.05
0.44 -0.34 -0.30
-0.08 -0.22 0.04
0.39 0.21 -0.08
0.60 -1.06 -0.26
0.20 -0.57 0.63
0.01 0.41 -0.04
-0.45 0.05 0.40
-0.38 0.97 -0.50
0.04 0.00 -0.06
-0.20 0.59 0.32
-0.40 0.42 -0.28
0.17 0.33 -0.15
-0.26 0.04 0.21
0.70 -0.44 0.11
-0.02 -0.68 -0.32
-0.62 0.15 0.01
0.51 0.80 0.12
-0.16 -0.03 -0.41
0.11 -0.82 0.96
0.65 -0.24 -0.28
-0.01 -0.07 0.07
0.15 -0.24 0.09
0.17 -0.31 0.08
-0.20 0.26 -0.77
-0.53 0.07 -0.18
-0.33 0.17 0.35
0.14 0.22 -0.26
0.72 -0.67 0.57
-1.04 -0.11 -1.15
0.20 0.07 0.58
0.43 0.16 -0.13
-0.91 0.09 -0.13
-0.52 0.11 0.00
0.54 0.30 -0.47
0.05 0.16 0.21
-0.01 -0.02 0.25
0.32 -0.15 0.15
0.11 0.13 0.14
0.07 -0.13 -0.05
0.72 0.20 -0.60
-0.04 0.37 -0.16
-0.08 -0.02 0.34
0.41 0.11 0.92
-0.31 0.33 -1.50
0.02 -0.03 -0.01
-0.25 -0.20 0.00
-0.24 -0.03 0.11
-0.93 0.12 -0.31
0.22 -0.13 0.95
0.24 -0.52 0.02
0.15 -0.05 0.08
-0.17 -0.05 -0.02
0.83 -0.41 -0.43
-0.14 0.32 -0.06
-0.65 0.21 1.27
0.03 -0.33 -0.05
-0.14 -0.08 -0.09
0.00 0.22 -0.08
0.00 -0.25 0.19
0.12 0.05 -0.29
-0.12 0.13 -0.14
0.44 0.10 -0.27
-0.16 0.25 -0.01
0.67 -0.05 0.08
-1.17 0.20 -0.04
0.27 0.10 -0.03
0.71 -0.06 0.13
-0.35 -0.15 0.75
-0.11 -0.26 0.09
0.08 -0.09 0.02
-0.24 0.13 -0.38
-0.04 -0.11 -0.07
0.12 0.10 -0.21
0.09 -0.02 -0.04
-0.03 0.08 -0.27

Properties
HOMO level ... -6.65 eV
Lowest unoccupied orbital energy ... 2.1 eV
Maximum force ... 2.33 eV Å⁻¹
E ... -2216.746302 Ha
Energy relative to the best compared isomer or geometry (same formula, charge and spin) ... 0.00 kJ/mol
Net charge ... -1



ORCA calculation (ωB97M-V/def2-TZVPD) on a gas-phase ion, C2H4N2O2PS2 (charge -1) in a non-equilibrium geometry.

Atoms and positions in Å:
1 O 1.3565 -1.4567 -2.3149
2 C 0.4475 -1.7386 -1.6260
3 O -0.5086 -2.4449 -1.7114
4 N 0.2746 -0.7417 -0.3688
5 C -0.8453 -0.8991 0.3682
6 S -1.7842 0.9714 0.5094
7 N -0.3099 1.8317 0.7236
8 P 0.9492 1.6411 1.7695
9 S 1.8879 3.3300 1.6377
10 H 1.1318 -0.2311 -0.1375
11 H -1.4672 -1.6173 -0.2419
12 H -0.9469 -1.2043 1.3812
13 H -0.1855 2.5594 0.0108

Forces on the atoms, in the same order (eV/Å):
4.00 0.69 -1.97
-2.06 2.67 2.26
-2.33 -2.79 -0.30
1.45 -1.08 -0.56
-1.18 0.36 -1.53
0.35 -1.15 0.15
-0.26 0.45 -0.66
-0.51 0.50 0.02
0.46 -0.12 0.07
-0.80 -0.48 0.25
0.17 1.07 0.52
0.74 0.14 1.18
-0.04 -0.24 0.56

Properties
HOMO level ... -4.81 eV
Lowest unoccupied orbital energy ... 2.3 eV
Maximum force ... 4.51 eV Å⁻¹
E ... -1476.398843 Ha
Energy relative to the best compared isomer or geometry (same formula, charge and spin) ... 88.53 kJ/mol
Net charge ... -1
SMILES ... O=C([O-])NCSNP=S



ORCA calculation (ωB97M-V/def2-TZVPD) on 6 unconnected molecules or ions with the total composition C24H63N3O12 in a non-equilibrium geometry.

Atoms and positions in Å:
1 C 1.9614 1.5345 -1.5762
2 O 2.2765 1.9387 -0.3329
3 C 1.1185 1.9377 0.4791
4 C 1.4862 1.6561 1.9783
5 N 0.2065 1.7008 2.7636
6 C 0.3865 1.2228 4.1246
7 C 1.1006 2.2776 4.9529
8 O 1.6644 1.7893 6.1774
9 C 2.1955 2.7315 7.1400
10 H 2.8748 1.6838 -2.1479
11 H 1.2767 2.2482 -1.9082
12 H 1.5862 0.5571 -1.9316
13 H 0.4692 1.1001 0.2992
14 H 0.5412 2.8780 0.2900
15 H 2.0512 2.6043 2.2332
16 H 2.0159 0.6849 2.1505
17 H -0.0464 2.6755 2.8278
18 H 0.8430 0.2073 4.0336
19 H -0.5493 1.0259 4.6337
20 H 0.3771 3.0211 5.0821
21 H 1.8934 2.7699 4.3674
22 H 2.6746 2.2258 7.9406
23 H 1.3795 3.3617 7.4871
24 H 2.9857 3.3221 6.6928
25 C 4.9769 0.7947 4.0149
26 O 5.3369 -0.0468 2.9309
27 C 4.7055 0.1947 1.6673
28 C 3.8520 -1.0892 1.3559
29 N 3.2947 -1.0596 0.0243
30 C 4.2349 -1.0594 -1.1299
31 C 5.2503 -2.2186 -1.2045
32 O 6.2855 -1.9891 -2.1417
33 C 7.2266 -3.1206 -2.1195
34 H 3.9290 0.5732 3.9726
35 H 5.2403 1.7586 3.7974
36 H 5.4287 0.4371 4.8710
37 H 5.4455 0.5258 1.0016
38 H 4.0201 1.0168 1.6443
39 H 3.0647 -1.3442 2.1221
40 H 4.4837 -1.9848 1.4815
41 H 2.7108 -0.2175 0.0623
42 H 4.8485 -0.1509 -1.2053
43 H 3.6417 -1.0288 -2.0616
44 H 4.7948 -3.1646 -1.0752
45 H 5.9306 -2.1856 -0.4498
46 H 6.7358 -3.9700 -2.5144
47 H 7.5895 -3.3146 -1.1229
48 H 8.0219 -2.8864 -2.8398
49 C -1.1945 0.5278 -2.3614
50 O -1.4322 1.9476 -2.4469
51 C -2.3205 2.2507 -1.4120
52 C -3.7185 2.2248 -1.9607
53 N -4.5995 2.1539 -0.8324
54 C -6.0442 2.0610 -1.2289
55 C -6.4486 0.6623 -1.8515
56 O -7.8572 0.7041 -2.3817
57 C -8.3821 -0.3910 -3.2334
58 H -1.9228 -0.2390 -2.6119
59 H -0.6816 0.2674 -1.4334
60 H -0.4549 0.3831 -3.1669
61 H -2.1708 3.2278 -1.0590
62 H -2.0855 1.6521 -0.5050
63 H -3.8250 1.4077 -2.6334
64 H -3.9000 3.1641 -2.5831
65 H -4.4404 1.3005 -0.2785
66 H -6.3744 2.9129 -1.7321
67 H -6.6234 2.1188 -0.3221
68 H -6.3023 0.0027 -0.9430
69 H -5.7109 0.4162 -2.6803
70 H -8.5340 -1.3292 -2.7861
71 H -7.7016 -0.4571 -4.1187
72 H -9.3741 -0.1627 -3.6114
73 O -3.7684 -0.3114 -0.0557
74 C -4.3166 -0.3897 1.2602
75 C -3.5726 0.6780 2.0137
76 O -3.6429 0.3373 3.3645
77 H -2.9165 -0.7443 -0.0564
78 H -5.3332 -0.1213 1.3230
79 H -4.0342 -1.4471 1.5149
80 H -4.1598 1.5084 1.8207
81 H -2.5170 0.9025 1.6730
82 H -3.2152 0.9930 3.7962
83 O 1.4095 -2.9934 -0.9883
84 C 0.0936 -2.8315 -0.5477
85 C 0.0754 -1.7816 0.5671
86 O -1.1610 -1.2619 0.7497
87 H 2.0917 -2.4526 -0.5265
88 H -0.4756 -2.5418 -1.3888
89 H -0.3897 -3.8083 -0.2305
90 H 0.7453 -0.9821 0.3709
91 H 0.6577 -2.1435 1.4542
92 H -1.1037 -0.6644 1.4725
93 O 0.6378 -2.0531 -3.8140
94 C -0.1657 -3.1246 -4.2832
95 C -1.1362 -2.6061 -5.3094
96 O -1.5447 -3.5669 -6.2104
97 H 0.9022 -2.3216 -2.9579
98 H 0.3844 -3.9887 -4.7632
99 H -0.4679 -3.7239 -3.4140
100 H -0.7340 -1.7801 -5.8809
101 H -1.9350 -2.0324 -4.7205
102 H -2.1266 -3.1781 -6.8974

Forces on the atoms, in the same order (eV/Å):
1.21 0.18 -3.59
0.13 -1.14 3.60
0.06 -0.36 1.45
-0.70 2.69 -0.34
0.47 -0.58 -0.61
0.58 -1.23 0.21
2.46 -0.68 0.40
-0.18 -0.34 0.17
-0.95 0.15 -1.99
0.10 -0.01 -0.35
-1.53 1.02 -1.39
0.03 -0.31 1.48
-0.51 -0.40 -1.00
0.35 -0.57 0.54
0.42 -1.57 0.23
-0.44 1.06 -0.25
-0.34 0.25 -0.26
0.24 0.88 0.44
-0.54 -0.01 -0.22
-1.30 1.47 0.83
0.07 -0.29 0.01
-0.05 -0.92 0.68
0.09 0.22 0.24
0.07 0.47 -0.35
-1.85 -2.40 -2.57
1.38 -0.43 -0.90
-1.39 -1.61 2.27
1.73 -0.66 0.31
-0.43 -0.40 -0.24
0.39 0.64 -0.81
-0.34 1.64 0.40
0.30 -1.31 -2.22
-0.67 2.06 -1.00
-1.15 1.04 1.34
0.43 2.78 -0.25
0.90 -0.74 1.79
1.15 -0.48 -1.46
-0.55 0.81 0.62
0.45 1.04 -0.62
0.17 0.40 -0.26
0.37 -0.27 -1.04
-0.09 0.07 0.33
0.01 -0.29 0.43
-0.67 -1.45 -1.13
0.67 0.26 4.13
-0.65 -1.14 -0.19
0.26 0.05 0.43
-0.09 0.19 0.55
2.58 0.50 -1.89
0.14 -1.77 0.52
-0.05 0.06 0.09
-0.18 0.85 0.43
-2.84 0.02 0.09
0.40 -1.75 1.10
-0.15 0.43 -0.61
0.71 -0.87 0.44
1.95 2.22 -0.81
-1.16 0.60 0.28
-0.30 0.04 0.18
-0.03 -0.22 0.34
0.59 1.72 0.24
-0.70 -0.25 -0.61
-0.02 -0.98 -0.77
0.16 -1.02 0.92
0.49 0.87 -0.99
-0.19 1.24 -1.59
-0.19 -0.01 0.65
-0.50 -0.07 -1.46
-1.04 -0.10 0.91
0.52 -1.29 1.17
-0.50 -0.30 0.62
-0.01 0.90 0.16
-1.38 -0.04 -1.28
3.84 -1.86 -0.68
1.05 -1.32 0.34
-1.54 -2.90 -1.10
0.48 -0.25 0.17
-1.43 -0.39 -0.44
-0.98 1.02 0.95
-0.73 2.39 -0.27
-0.99 -0.58 0.20
1.96 3.09 2.63
0.80 -0.81 -0.66
0.26 -0.47 1.63
2.33 -1.38 -0.15
-2.20 -0.40 0.08
-0.48 0.20 0.15
-1.00 0.85 -0.86
0.81 0.89 0.04
0.76 0.95 -1.35
-1.25 -0.61 0.07
-0.27 1.03 1.11
-0.62 0.12 -1.61
1.50 -1.97 -0.55
-1.23 2.39 1.49
-1.20 -1.00 -0.82
0.94 -0.24 1.65
0.36 1.21 -0.23
-1.34 0.62 -0.02
1.06 0.27 0.13
0.11 -1.15 -0.74
0.61 -0.28 0.82

Properties
HOMO level ... -8.49 eV
Lowest unoccupied orbital energy ... 0.4 eV
Maximum force ... 4.50 eV Å⁻¹
E ... -2018.950931 Ha
Energy relative to the best compared isomer or geometry (same formula, charge and spin) ... 627.65 kJ/mol
SMILES ... COCCNCCOC.COCCNCCOC.COCCNCCOC.OCCO.OCCO.OCCO



ORCA calculation (ωB97M-V/def2-TZVPD) on C5H8OSSi in the gas phase in a non-equilibrium geometry.

Atoms and positions in Å:
1 C 2.3744 -1.4047 -0.2237
2 C 1.3109 -0.5979 0.0643
3 C 1.5084 0.6902 0.7771
4 C 0.5599 1.4863 0.3197
5 O -0.3461 0.8424 -0.4342
6 C -0.0845 -0.5051 -0.4614
7 S -1.5749 -1.3466 0.4182
8 Si -2.8648 0.2494 0.0005
9 H 2.2889 -2.2207 -0.8037
10 H 3.3973 -1.3993 0.0791
11 H 2.2863 0.9703 1.4971
12 H 0.5267 2.4832 0.5552
13 H 0.0108 -0.9869 -1.5416
14 H -2.2930 1.2874 0.8763
15 H -4.3148 0.1393 0.4282
16 H -2.7855 0.3126 -1.5512

Forces on the atoms, in the same order (eV/Å):
-2.07 2.00 1.28
3.17 -0.38 1.66
0.45 -0.52 0.27
1.26 -1.87 1.06
-1.07 1.68 -1.79
0.34 -2.85 -2.34
1.52 -1.09 0.18
-0.61 0.70 -0.91
-1.05 -2.83 -2.23
0.36 1.17 0.89
-0.28 -0.26 -0.67
-1.04 2.30 0.00
-0.95 1.39 1.93
-0.45 0.52 -0.36
0.67 -0.46 -0.20
-0.25 0.51 1.24

Properties
HOMO level ... -8.45 eV
Lowest unoccupied orbital energy ... 0.5 eV
Maximum force ... 3.75 eV Å⁻¹
E ... -958.133695 Ha
Energy relative to the best compared isomer or geometry (same formula, charge and spin) ... 166.98 kJ/mol
SMILES ... C=C1C=CO[C@@H]1S[SiH3]



ORCA calculation (ωB97M-V/def2-TZVPD) on C4H7N3 in the gas phase in a non-equilibrium geometry.

Atoms and positions in Å:
1 H -2.2134 2.0344 0.3183
2 N -2.2524 0.9791 0.3877
3 C -1.0881 0.4986 -0.0987
4 C -0.7152 -0.8883 -0.3002
5 C 0.7563 -0.9214 -0.6248
6 C 1.4099 -0.3900 0.6681
7 N 1.1985 0.4974 -0.4101
8 N 0.1179 1.2678 -0.1909
9 H -1.3638 -1.5070 -0.9922
10 H -0.8048 -1.5265 0.6421
11 H 1.4034 -1.4303 -1.4377
12 H 0.6510 -0.1724 1.5919
13 H 2.5336 -0.6201 0.9625
14 H 0.3669 2.1789 -0.5160

Forces on the atoms, in the same order (eV/Å):
0.12 -1.42 0.52
3.11 -0.58 -2.61
-2.64 4.82 2.43
-0.95 -4.78 -0.30
2.17 1.19 0.76
1.53 -1.07 2.42
2.24 -1.47 -1.06
-2.22 0.13 -0.14
0.53 1.31 0.32
-0.34 1.17 -0.95
-1.80 0.47 1.56
2.10 -0.92 -2.18
-2.51 0.48 -0.63
-1.35 0.66 -0.14

Properties
HOMO level ... -8.61 eV
Lowest unoccupied orbital energy ... 1.0 eV
Maximum force ... 6.01 eV Å⁻¹
E ... -320.746896 Ha
Energy relative to the best compared isomer or geometry (same formula, charge and spin) ... 358.13 kJ/mol
SMILES ... [H]/N=C1/C[C@@H]2CN2N1



ORCA calculation (ωB97M-V/def2-TZVPD) on C6H8S in the gas phase in a non-equilibrium geometry.

Atoms and positions in Å:
1 C 0.1284 2.3580 0.0110
2 C -0.3349 0.9672 -0.0053
3 C -1.3044 0.0745 0.0013
4 S -2.9853 -0.3003 0.0014
5 C 0.0799 -0.4526 0.0077
6 C 0.9396 -1.3783 0.7732
7 C 0.9344 -1.3712 -0.7546
8 H -0.7195 3.0382 0.0715
9 H 0.6980 2.5770 -0.8934
10 H 0.7832 2.5229 0.8670
11 H -2.8190 -1.6206 -0.1270
12 H 1.8097 -0.9869 1.2794
13 H 0.4958 -2.2251 1.2791
14 H 1.8069 -0.9819 -1.2601
15 H 0.4872 -2.2208 -1.2512

Forces on the atoms, in the same order (eV/Å):
-0.03 0.11 -0.01
-0.90 -1.00 0.09
0.94 0.62 -0.07
0.01 0.06 0.02
-0.27 0.33 0.08
-0.04 0.02 0.39
0.09 -0.22 -0.42
0.05 0.08 -0.01
0.02 0.06 0.00
0.03 0.08 0.02
-0.03 -0.07 0.00
0.13 0.07 0.00
-0.07 -0.09 -0.05
0.10 0.05 -0.01
-0.05 -0.10 -0.02

Properties
HOMO level ... -7.84 eV
Lowest unoccupied orbital energy ... 0.8 eV
Maximum force ... 1.35 eV Å⁻¹
E ... -631.481927 Ha
Energy relative to the best compared isomer or geometry (same formula, charge and spin) ... 286.79 kJ/mol
SMILES ... CC1=C(S)C12CC2